# 1
{"formula": "C12H17N", "method": "ωB97M-V/def2-TZVPD", "elements": ["C", "C", "C", "N", "C", "C", "C", "C", "C", "C", "H", "H", "H", "H", "H", "H", "H", "H", "H", "C", "C", "C", "H", "H", "H", "H", "H", "H", "H", "H"], "coordinates": [[-0.497, -2.410, -1.122], [0.163, -1.983, 0.112], [-0.269, -2.218, 1.388], [0.627, -1.677, 2.309], [1.661, -1.045, 1.640], [2.769, -0.340, 2.061], [3.742, -0.058, 1.107], [3.493, -0.261, -0.235], [2.331, -0.864, -0.668], [1.371, -1.198, 0.246], [-0.530, -1.587, -1.813], [-1.531, -2.680, -0.771], [-0.305, -3.333, -1.685], [-0.941, -2.959, 1.761], [0.415, -1.570, 3.332], [2.877, 0.151, 3.018], [4.516, 0.602, 1.492], [4.216, 0.095, -0.972], [2.086, -1.191, -1.666], [-1.180, 2.591, -1.127], [-2.537, 2.559, -0.281], [-3.369, 1.550, -1.030], [-0.983, 3.668, -1.296], [-1.457, 2.359, -2.202], [-0.484, 2.133, -0.464], [-2.522, 2.234, 0.753], [-2.801, 3.586, -0.247], [-3.506, 1.827, -2.073], [-2.982, 0.548, -0.975], [-4.374, 1.470, -0.591]], "forces_ev_per_angstrom": [[-2.4, -1.0, 0.1], [0.9, 0.1, 1.3], [1.3, 0.1, 0.0], [-0.2, 0.5, 1.6], [-1.6, -0.1, -0.7], [0.6, 0.2, -0.1], [-1.0, 1.4, 1.2], [0.9, -0.1, -1.4], [-0.1, 0.0, -0.5], [0.0, -1.3, 1.6], [-0.3, 0.3, -0.5], [0.4, 0.7, -0.7], [1.2, 0.2, 0.4], [-0.8, 0.0, 0.0], [0.4, -0.2, -1.8], [0.0, -0.7, 0.4], [0.4, -0.3, -0.6], [-0.1, -0.3, 0.2], [0.5, 0.5, -0.6], [-2.3, 2.2, 0.1], [1.5, -1.0, -1.6], [-2.3, 0.7, 0.4], [0.7, -0.4, 0.7], [1.0, -1.0, 1.5], [1.3, -0.8, -0.8], [0.9, -0.1, 0.2], [-1.4, 0.7, -0.2], [0.0, -0.1, -0.1], [0.6, -0.3, 0.0], [0.0, 0.0, -0.1]], "de_lowest_kcal_mol": 45.4, "charge": 0, "lumo_energy_ev": 0.9, "fmax_ha_per_bohr": 0.06306, "gap_ev": 8.70}

***

# 2
{"formula": "C12H17N", "method": "ωB97M-V/def2-TZVPD", "elements": ["C", "C", "C", "N", "C", "C", "C", "C", "C", "C", "H", "H", "H", "H", "H", "H", "H", "H", "H", "C", "C", "C", "H", "H", "H", "H", "H", "H", "H", "H"], "coordinates": [[1.163, -0.185, -3.421], [1.182, 0.389, -2.047], [1.456, 1.684, -1.713], [1.673, 1.814, -0.359], [1.484, 0.605, 0.240], [1.430, 0.204, 1.568], [1.150, -1.109, 1.894], [0.824, -2.005, 0.863], [0.930, -1.691, -0.490], [1.154, -0.345, -0.792], [1.529, 0.533, -4.159], [0.201, -0.584, -3.731], [1.938, -0.953, -3.488], [1.260, 2.540, -2.341], [2.174, 2.511, 0.146], [1.698, 0.937, 2.326], [1.076, -1.411, 2.925], [0.437, -2.962, 1.190], [0.618, -2.472, -1.164], [-3.455, -1.093, 1.535], [-3.352, 0.227, 0.716], [-3.280, 1.381, 1.679], [-2.813, -1.099, 2.424], [-3.111, -1.946, 0.949], [-4.430, -1.273, 1.994], [-2.458, 0.054, 0.112], [-4.157, 0.334, -0.009], [-4.141, 1.504, 2.326], [-2.322, 1.427, 2.201], [-3.188, 2.314, 1.086]], "forces_ev_per_angstrom": [[0.4, 0.1, -0.3], [0.4, 0.1, 0.8], [-0.4, -0.1, -0.5], [-0.4, -0.2, 0.6], [-1.0, -2.2, -0.9], [1.1, 0.8, 0.6], [-0.5, 0.5, -1.0], [0.3, -0.3, 0.4], [-1.0, 0.3, 1.6], [0.9, 0.6, -0.6], [-0.5, 0.2, 0.1], [0.0, -0.1, -0.1], [-0.3, -0.4, 0.2], [0.7, 0.2, 0.0], [0.0, 0.8, -0.3], [-0.2, -0.2, 0.1], [0.0, 0.0, 0.1], [0.3, -0.3, -0.3], [0.2, 0.3, -0.6], [0.0, 0.0, 0.1], [0.2, -1.8, 0.9], [1.0, 1.9, -1.5], [0.3, 0.4, -0.3], [-0.4, -0.1, 0.0], [-0.2, -0.1, -0.5], [0.2, 0.8, 0.1], [-0.3, -0.1, 0.2], [0.0, -0.3, 0.2], [-0.2, -0.6, 0.5], [-0.4, -0.2, 0.2]], "de_lowest_kcal_mol": 19.8, "charge": 0, "lumo_energy_ev": 0.9, "fmax_ha_per_bohr": 0.05102, "gap_ev": 8.80}

***

# 3
{"formula": "C12H17N", "method": "ωB97M-V/def2-TZVPD", "elements": ["C", "C", "C", "N", "C", "C", "C", "C", "C", "C", "H", "H", "H", "H", "H", "H", "H", "H", "H", "C", "C", "C", "H", "H", "H", "H", "H", "H", "H", "H"], "coordinates": [[-1.393, -2.450, 1.902], [-1.369, -1.732, 0.590], [-0.894, -2.132, -0.632], [-1.217, -1.183, -1.568], [-1.740, -0.055, -0.965], [-1.794, 1.250, -1.439], [-2.394, 2.173, -0.619], [-2.609, 1.874, 0.726], [-2.493, 0.601, 1.221], [-1.865, -0.375, 0.437], [-2.269, -2.475, 2.549], [-0.601, -2.018, 2.546], [-1.159, -3.500, 1.713], [-0.223, -2.975, -0.734], [-1.530, -1.412, -2.496], [-1.526, 1.401, -2.492], [-2.390, 3.208, -0.959], [-2.712, 2.756, 1.352], [-2.805, 0.360, 2.238], [3.189, -0.121, -1.375], [3.093, 1.155, -0.498], [2.753, 0.944, 0.962], [2.230, -0.416, -1.809], [3.886, -0.156, -2.233], [3.739, -0.832, -0.757], [2.212, 1.640, -0.947], [3.861, 1.892, -0.792], [1.673, 1.056, 1.123], [3.296, 1.589, 1.627], [3.051, -0.065, 1.330]], "forces_ev_per_angstrom": [[1.7, -0.4, 0.3], [-1.0, 0.8, 0.5], [-0.9, -0.1, 2.0], [0.8, 0.6, -1.3], [1.2, -0.7, 2.0], [-1.4, -1.3, -1.4], [1.7, 0.8, -0.1], [-0.4, 1.0, -0.2], [0.7, -0.7, 1.0], [-1.2, 0.1, -2.1], [-0.5, 0.5, -0.7], [-0.2, -0.4, -0.1], [0.2, 0.0, 0.2], [-0.5, -0.1, -0.8], [0.6, -0.1, -0.2], [-0.2, 0.4, 0.4], [-0.3, -0.1, 0.2], [-0.8, -0.4, 0.3], [0.4, 0.3, 0.0], [1.5, -0.2, 0.2], [-1.2, 0.8, -2.6], [0.3, -1.2, 0.4], [0.1, -0.4, 0.7], [-0.3, 1.1, 0.1], [-0.9, -0.8, 0.1], [0.1, 0.3, 0.3], [0.3, -0.5, 0.9], [0.3, 0.0, 0.1], [0.1, 0.7, 0.2], [-0.3, 0.4, -0.5]], "de_lowest_kcal_mol": 42.4, "charge": 0, "lumo_energy_ev": 0.9, "fmax_ha_per_bohr": 0.05740, "gap_ev": 8.80}

***

# 4
{"formula": "C12H17N2O", "method": "ωB97M-V/def2-TZVPD", "elements": ["C", "N", "C", "C", "C", "O", "N", "C", "C", "C", "C", "C", "C", "C", "C", "H", "H", "H", "H", "H", "H", "H", "H", "H", "H", "H", "H", "H", "H", "H", "H", "H"], "coordinates": [[4.236, -1.392, -0.221], [3.855, -0.007, -0.061], [4.962, 0.874, 0.267], [2.579, 0.518, 0.033], [1.335, -0.294, -0.079], [1.393, -1.664, -0.211], [-0.071, 0.067, 0.042], [-0.128, 1.569, 0.206], [-1.291, -0.767, 0.042], [-2.626, -0.399, -0.068], [-3.713, -1.382, 0.182], [-5.049, -1.058, 0.386], [-5.419, 0.234, 0.189], [-4.477, 1.100, -0.365], [-3.159, 0.846, -0.481], [4.555, -1.830, 0.738], [3.385, -1.820, -0.701], [5.141, -1.651, -0.787], [4.799, 1.596, 1.065], [5.693, 0.153, 0.668], [5.259, 1.563, -0.646], [2.559, 1.536, -0.042], [0.678, -1.881, -0.918], [0.680, 1.852, 0.830], [-0.056, 2.072, -0.717], [-1.035, 1.755, 0.673], [-0.929, -1.733, 0.118], [-3.360, -2.439, 0.553], [-5.762, -1.895, 0.591], [-6.405, 0.690, 0.548], [-4.907, 2.101, -0.823], [-2.722, 1.687, -1.009]], "forces_ev_per_angstrom": [[0.1, -0.7, 0.3], [-1.3, 1.6, 0.4], [0.9, 1.2, -1.2], [-1.5, -5.5, -1.1], [-1.0, -0.5, 0.5], [-1.2, 0.0, -1.7], [0.2, 1.7, -0.1], [-0.1, -2.2, -0.2], [5.1, 2.7, -0.3], [-3.0, -0.4, -0.2], [3.0, -1.5, 1.8], [0.3, -2.1, -0.4], [-1.7, 2.0, 0.7], [-2.8, 2.6, -0.8], [0.6, 0.7, -0.7], [-1.0, 0.0, 0.1], [0.0, -1.1, 0.2], [-0.2, 1.2, -0.6], [-0.6, -0.2, 0.2], [0.5, 1.0, -0.7], [0.0, -1.9, 1.6], [-0.3, 2.4, 0.4], [1.9, 0.2, 1.5], [0.5, 0.3, 0.7], [0.0, 0.5, -1.2], [-1.6, 0.8, 0.9], [-0.2, -2.1, 0.3], [-0.7, 2.0, -1.1], [0.7, 1.1, 0.2], [1.3, -1.1, -1.0], [1.1, -2.0, 1.3], [1.2, -0.5, 0.3]], "de_lowest_kcal_mol": 142.1, "charge": 1, "lumo_energy_ev": [-4.9, -4.5], "fmax_ha_per_bohr": 0.11392, "gap_ev": [5.62, 6.66]}

***

# 5
{"formula": "C12H17N4", "method": "ωB97M-V/def2-TZVPD", "elements": ["C", "C", "N", "C", "C", "C", "N", "C", "C", "C", "C", "N", "C", "C", "C", "N", "H", "H", "H", "H", "H", "H", "H", "H", "H", "H", "H", "H", "H", "H", "H", "H", "H"], "coordinates": [[2.940, -2.735, 0.327], [2.776, -1.630, -0.121], [2.401, -0.329, -0.237], [3.448, 0.703, -0.098], [3.172, 1.672, 1.072], [1.112, -0.056, -0.434], [0.605, 1.176, -0.570], [-0.700, 0.955, -0.717], [-1.591, 2.145, -0.865], [-2.515, 2.222, 0.366], [-2.107, 1.962, 1.621], [-1.002, -0.313, -0.683], [-2.341, -0.897, -0.795], [-2.292, -2.223, -0.039], [-2.107, -3.411, -0.676], [0.168, -0.978, -0.521], [3.208, -3.684, 0.721], [3.570, 1.294, -1.006], [4.364, 0.181, 0.172], [2.397, 2.392, 0.805], [2.823, 1.145, 1.963], [4.082, 2.238, 1.276], [-0.981, 3.053, -0.867], [-2.194, 2.106, -1.773], [-3.549, 2.536, 0.207], [-2.689, 1.298, 2.254], [-1.211, 2.450, 2.009], [-2.663, -1.046, -1.826], [-3.001, -0.229, -0.235], [-2.401, -2.221, 1.048], [-1.220, -4.019, -0.487], [-2.819, -3.781, -1.417], [0.316, -1.975, -0.475]], "forces_ev_per_angstrom": [[0.3, 0.3, -0.4], [-0.6, -0.2, 1.2], [1.0, -0.5, -0.6], [0.0, 1.1, 1.1], [-0.5, 0.1, -0.5], [0.5, 1.2, -0.2], [0.2, -0.6, 0.0], [0.9, 2.6, -0.2], [-0.8, 1.0, 1.1], [-0.3, -0.1, -0.3], [0.1, 0.2, -0.2], [-1.3, -0.6, -0.5], [-1.8, -1.3, 1.3], [-0.1, -0.2, -0.5], [0.1, 0.2, -0.1], [0.3, -0.9, 0.1], [0.0, -0.2, -0.2], [0.0, -0.4, -0.2], [-0.1, -0.2, -0.5], [0.1, -0.1, 0.0], [0.3, 0.0, 0.0], [0.0, -0.2, 0.1], [0.3, -0.3, -0.5], [0.1, 0.0, 0.0], [-0.3, -1.5, -0.4], [-0.6, 1.4, 0.7], [0.8, -1.4, -0.3], [0.2, 0.2, 0.0], [0.1, 0.3, -0.5], [1.7, 0.5, 0.1], [-1.2, -1.1, 1.4], [1.1, 0.8, -1.3], [-0.5, -0.1, 0.0]], "charge": 1, "lumo_energy_ev": -3.5, "fmax_ha_per_bohr": 0.05346, "gap_ev": 8.53}

***

# 6
{"formula": "C12H17NO", "method": "ωB97M-V/def2-TZVPD", "elements": ["C", "C", "C", "C", "C", "C", "C", "C", "C", "C", "C", "C", "N", "O", "H", "H", "H", "H", "H", "H", "H", "H", "H", "H", "H", "H", "H", "H", "H", "H", "H"], "coordinates": [[-3.862, 0.435, 2.077], [-3.539, 0.421, 0.857], [-2.224, 1.745, -0.700], [-2.514, 0.611, -0.019], [2.822, 1.521, 1.145], [2.753, 0.409, -1.103], [-2.121, -1.551, -1.307], [-1.614, -1.665, 1.046], [-0.072, -0.285, -0.606], [1.915, 1.090, -0.006], [0.772, 0.250, 0.544], [-1.482, -0.848, -0.215], [-1.894, 2.676, -1.299], [1.227, -0.747, 1.473], [3.004, 0.841, 1.968], [2.279, 2.557, 1.520], [3.775, 1.793, 0.659], [3.122, -0.719, -0.997], [2.078, 0.248, -1.959], [3.615, 0.973, -1.520], [-3.205, -1.778, -1.118], [-2.045, -1.006, -2.236], [-1.648, -2.575, -1.445], [-2.520, -1.301, 1.561], [-0.749, -1.249, 1.763], [-1.640, -2.738, 0.941], [0.439, -1.197, -1.001], [-0.214, 0.445, -1.481], [1.584, 2.030, -0.508], [0.201, 0.973, 1.133], [1.756, -1.360, 0.833]], "forces_ev_per_angstrom": [[-0.7, 0.0, 0.9], [1.6, 1.4, -2.1], [0.6, 2.4, -1.5], [-0.6, -5.2, 2.8], [-1.0, 3.7, -0.2], [0.0, -2.7, -1.5], [-1.4, -2.4, -1.9], [1.9, 3.0, 2.7], [-1.1, -1.3, -0.5], [1.9, -0.2, -0.1], [-0.4, 1.3, -0.3], [-0.2, 2.9, 1.1], [-0.1, -0.2, 0.1], [1.4, -1.2, -3.0], [-0.3, -0.2, -0.1], [1.7, -2.5, -0.3], [-0.2, 0.2, 0.7], [-0.5, 2.3, 0.6], [0.2, 0.3, -0.1], [-0.6, -0.1, 0.7], [0.9, 0.3, 0.0], [-0.1, 0.0, -0.5], [-0.3, 1.2, 0.0], [0.3, -0.9, -0.2], [-1.9, -1.7, -1.3], [0.3, -0.2, -0.2], [-0.1, 0.7, -0.1], [0.5, -0.9, 1.4], [-0.4, -0.8, 0.5], [-0.3, -0.2, 0.2], [-1.1, 1.2, 2.1]], "de_lowest_kcal_mol": 197.6, "charge": 0, "lumo_energy_ev": -2.4, "fmax_ha_per_bohr": 0.11618, "gap_ev": 7.76}

***

# 7
{"formula": "C12H17NO", "method": "ωB97M-V/def2-TZVPD", "elements": ["C", "C", "C", "N", "C", "C", "C", "C", "O", "H", "H", "H", "H", "H", "H", "H", "H", "H", "C", "C", "C", "C", "C", "H", "H", "H", "H", "H", "H", "H", "H"], "coordinates": [[0.739, -1.320, -1.046], [-0.080, -0.522, -1.335], [-1.136, 0.532, -1.418], [-2.347, 0.238, -0.645], [-2.428, -1.019, 0.116], [-3.928, -1.061, 0.516], [-4.461, 0.403, 0.317], [-3.399, 1.092, -0.570], [-3.509, 2.057, -1.249], [1.343, -2.032, -0.703], [-1.474, 0.620, -2.456], [-0.649, 1.576, -1.273], [-1.739, -0.938, 1.041], [-2.084, -1.869, -0.404], [-4.056, -1.375, 1.692], [-4.616, -1.619, -0.139], [-4.409, 0.989, 1.226], [-5.396, 0.456, -0.103], [2.587, -0.299, 1.161], [2.972, -0.839, 0.004], [3.053, 0.186, -1.046], [2.731, 1.486, -0.309], [2.309, 1.122, 1.156], [2.402, -0.996, 1.972], [3.396, -1.882, -0.244], [2.311, 0.028, -1.887], [3.997, 0.271, -1.567], [2.064, 2.315, -0.720], [3.796, 1.925, -0.171], [2.812, 1.636, 1.903], [1.295, 1.304, 1.468]], "forces_ev_per_angstrom": [[-1.8, 0.2, -0.8], [-2.6, 2.2, 0.2], [0.7, 1.1, -1.3], [1.9, -1.1, 0.5], [-0.3, 1.9, 2.3], [-0.9, 0.7, 2.6], [3.6, 0.0, 1.2], [-0.6, -3.3, 0.1], [-0.2, 2.6, -0.8], [1.8, -2.4, 0.7], [0.2, -0.1, -0.1], [-1.0, -1.6, 0.5], [-1.1, -0.2, -1.2], [0.2, -0.8, -0.9], [0.2, 0.5, -3.2], [0.9, -0.6, 0.4], [-0.4, 0.0, 0.5], [-2.2, 0.2, -1.0], [0.4, -3.3, 0.3], [2.1, -0.8, 0.1], [-1.5, 1.0, -2.4], [1.7, 2.6, 1.3], [-1.0, -0.4, -1.8], [0.1, 0.4, 0.5], [-1.1, 1.6, 0.9], [0.9, -0.1, 0.9], [0.5, -0.2, 0.1], [0.9, -1.5, 0.0], [-1.8, 0.0, -0.2], [1.6, 1.1, 1.3], [-1.0, 0.1, -0.5]], "de_lowest_kcal_mol": 127.0, "charge": 0, "lumo_energy_ev": 0.7, "fmax_ha_per_bohr": 0.07387, "gap_ev": 9.52}

***

# 8
{"formula": "C12H17NO2", "method": "ωB97M-V/def2-TZVPD", "elements": ["C", "O", "C", "C", "C", "C", "C", "C", "O", "C", "C", "C", "C", "C", "N", "H", "H", "H", "H", "H", "H", "H", "H", "H", "H", "H", "H", "H", "H", "H", "H", "H"], "coordinates": [[0.463, 2.140, -0.722], [0.793, 1.481, 0.506], [1.889, 0.611, 0.383], [3.207, 0.977, 0.650], [4.262, 0.111, 0.205], [4.024, -1.030, -0.507], [2.636, -1.491, -0.547], [1.556, -0.729, -0.136], [0.274, -1.132, -0.129], [-0.458, -1.294, 1.087], [-1.853, -0.781, 0.978], [-2.719, -1.422, -0.210], [-3.425, -0.159, -0.862], [-2.862, 1.084, -0.102], [-1.882, 0.714, 0.797], [-0.019, 2.998, -0.347], [1.311, 2.320, -1.501], [-0.205, 1.428, -1.238], [3.504, 1.864, 1.186], [5.304, 0.416, 0.287], [4.903, -1.613, -0.911], [2.480, -2.469, -0.903], [-0.446, -2.325, 1.279], [-0.030, -0.790, 1.984], [-2.436, -1.089, 1.836], [-3.340, -2.230, 0.183], [-2.011, -1.890, -0.888], [-3.237, -0.109, -2.020], [-4.484, -0.193, -0.828], [-3.698, 1.373, 0.509], [-2.510, 1.964, -0.786], [-0.994, 1.265, 0.768]], "forces_ev_per_angstrom": [[1.0, -1.8, -1.6], [2.5, -0.2, 0.5], [-0.6, -0.9, -0.7], [0.0, -1.4, -0.6], [-0.1, 0.9, -0.3], [-1.5, -0.8, 0.4], [1.4, 0.7, -0.1], [2.3, 2.1, 1.5], [-0.4, 0.0, -0.9], [0.5, 1.2, 0.9], [-1.1, 1.0, -1.7], [1.0, 1.7, 0.1], [2.0, -0.8, -2.2], [-1.7, 1.3, -2.0], [2.7, -1.6, 1.4], [-0.7, 1.4, -0.4], [-1.0, 0.0, 2.0], [-0.2, 0.6, -0.1], [-0.4, 0.3, -0.2], [-0.2, 0.2, 0.3], [-1.5, 0.5, 0.5], [-0.4, -1.1, -0.5], [-0.1, -1.6, 0.5], [0.4, -0.1, -0.8], [0.3, 0.2, 0.9], [-0.3, 0.4, -0.1], [-0.1, 0.1, -0.4], [0.1, -0.2, 2.1], [-1.0, -0.1, 0.5], [-0.9, 1.1, -0.2], [-0.9, -1.5, 1.1], [-1.3, -1.8, 0.2]], "de_lowest_kcal_mol": 65.8, "charge": 0, "lumo_energy_ev": 0.9, "fmax_ha_per_bohr": 0.06727, "gap_ev": 8.80}

***

What is the charge in the first record?
0